C78H213N7O32 | ωB97M-V/def2-TZVPD

Geometry as XYZ:
```
330
Properties=species:S:1:pos:R:3:forces:R:3:mulliken_charge:R:1
C -5.403034 0.635168 -1.415761 0.78 -0.35 -1.70 -0.989
O -4.809791 0.568395 -0.147647 -0.81 0.27 -0.71 0.433
C -5.798050 0.436163 0.848089 1.04 0.90 2.75 -1.120
C -5.641602 1.625688 1.861656 -0.56 0.10 -0.77 -0.222
N -6.330292 2.784852 1.332327 -0.42 1.36 1.18 -0.017
C -6.202033 4.022212 2.197327 0.22 -2.58 -1.67 -0.282
C -7.387849 4.897253 2.006496 0.23 0.67 1.00 -1.077
O -7.161478 5.761376 0.889108 0.07 -0.94 0.73 -0.265
C -8.143104 6.753547 0.779899 -0.09 -0.45 -0.42 -0.997
H -5.690811 -0.333308 -1.824822 -0.65 -0.42 0.60 0.222
H -4.647869 0.873293 -2.164842 0.41 0.60 0.23 0.004
H -6.210960 1.352537 -1.559807 -0.10 0.11 0.51 0.384
H -5.574631 -0.459171 1.428225 -0.21 -0.39 -0.20 0.380
H -6.832235 0.413200 0.504511 0.20 -0.04 -0.27 0.289
H -4.625474 1.842028 2.191502 0.92 -0.21 -0.83 0.231
H -6.043327 1.429324 2.855719 -0.88 -0.55 -0.06 0.437
H -6.163564 3.055090 0.373538 0.45 -0.55 -0.18 0.269
H -5.300895 4.564623 1.911264 0.20 0.25 0.34 0.001
H -6.101772 3.621277 3.205941 -0.15 0.46 0.21 0.474
H -7.455735 5.451083 2.942850 -0.07 0.91 -0.02 0.498
H -8.329681 4.348711 1.993991 -0.04 -0.23 -0.73 0.376
H -9.101942 6.287698 0.552444 -0.32 0.06 -0.04 0.337
H -7.823218 7.327653 -0.089690 -0.29 0.58 0.42 0.275
H -8.237984 7.278604 1.730375 0.08 0.52 -0.19 0.347
C 2.946677 -3.927611 1.179078 1.14 -0.41 -2.14 -0.308
O 1.649896 -3.594643 0.776403 -0.18 -0.33 -0.11 -0.102
C 1.189603 -2.471963 1.424311 -2.57 0.30 0.00 -0.746
C -0.148798 -2.052616 0.699443 0.43 0.93 -0.17 -0.282
N -0.497802 -0.633546 0.913077 -0.42 -0.91 0.92 0.454
C -1.795881 -0.270347 0.287877 1.60 0.04 -0.01 -0.984
C -1.618772 0.198701 -1.171192 -0.85 1.82 0.54 0.677
O -0.906402 1.444934 -1.220747 0.98 0.50 0.36 -0.451
C -1.139077 2.208047 -2.400905 0.70 0.20 0.06 -0.988
H 3.000906 -4.928279 1.607826 0.05 0.19 0.37 0.297
H 3.560307 -3.168589 1.664325 -0.62 0.10 0.89 0.134
H 3.423715 -3.917334 0.199068 0.79 -0.82 0.00 -0.089
H 1.953822 -1.695618 1.461132 -0.13 0.43 -0.24 0.179
H 0.941117 -2.769258 2.443122 -0.04 0.46 0.42 0.349
H -1.021028 -2.638514 0.989326 0.44 -0.09 0.59 -0.321
H -0.134014 -2.234876 -0.375106 0.82 -0.32 -0.36 0.654
H 0.280446 -0.039808 0.664268 -0.21 0.26 -0.23 0.305
H -2.278631 0.453291 0.944692 -0.05 0.43 -0.53 0.238
H -2.416600 -1.163124 0.363675 -0.13 -0.03 -0.41 -0.037
H -2.569325 0.584264 -1.539832 -0.60 -1.41 -0.37 -0.493
H -1.079879 -0.509728 -1.800331 -0.38 -0.34 -0.09 0.288
H -0.443264 3.044639 -2.464566 0.43 -0.11 0.54 0.333
H -2.097659 2.726569 -2.420074 -0.59 -0.55 0.03 0.119
H -0.922563 1.664406 -3.320502 -0.41 -0.34 -0.01 0.594
C 9.650701 4.807952 -6.355304 -0.57 -0.34 1.70 -0.658
O 9.326311 4.662769 -4.942797 0.09 1.36 -0.56 -0.368
C 7.938217 4.740747 -4.637439 0.83 -1.39 -0.28 -0.485
C 7.292183 6.095639 -4.713671 -1.12 -0.75 0.35 -0.450
N 5.852964 5.936163 -4.351582 0.08 1.40 0.21 -0.270
C 5.198633 7.237243 -4.120375 -1.29 -0.30 -0.35 -0.804
C 3.638903 7.135784 -4.166366 0.36 -0.90 0.17 0.091
O 3.086049 6.297215 -5.243386 0.47 1.56 1.42 -0.430
C 1.684987 6.208696 -5.031029 -0.34 -1.61 -1.67 -0.527
H 9.186145 5.645948 -6.874965 -0.02 0.39 0.37 0.282
H 9.242521 3.915361 -6.829394 0.66 -0.27 -0.43 0.291
H 10.731197 4.941031 -6.301208 -0.11 -0.40 -0.73 0.223
H 7.859947 4.385756 -3.609841 -0.11 -0.04 -0.03 0.338
H 7.502078 3.979887 -5.284725 -0.84 0.04 -0.12 0.306
H 7.426732 6.560576 -5.690313 0.15 0.32 0.02 0.370
H 7.778976 6.631394 -3.898745 -0.15 0.66 -0.29 0.218
H 5.256815 5.505318 -5.043744 0.55 -0.47 -0.48 0.247
H 5.417024 8.039872 -4.824781 0.70 -0.12 -0.47 0.324
H 5.468602 7.619625 -3.136000 -0.06 0.01 0.12 0.328
H 3.205011 8.134600 -4.213347 0.06 0.13 -0.21 0.007
H 3.306683 6.712968 -3.218229 -0.14 -0.25 0.11 0.199
H 1.320258 5.520513 -5.793564 0.23 -0.52 -0.07 0.285
H 1.055404 7.053030 -5.311778 0.55 0.87 0.79 0.255
H 1.430699 5.711243 -4.095090 0.02 0.50 0.36 0.206
C 5.570802 -0.590573 0.526439 0.66 0.31 -0.19 -0.891
O 6.051903 -1.673014 1.305356 0.73 -0.24 -0.70 -0.219
C 6.410299 -1.306716 2.638461 -2.38 -1.14 0.96 0.183
C 7.250787 -2.363439 3.414826 -1.05 0.12 -2.08 -1.059
N 6.642646 -3.729535 3.424159 0.19 0.96 -0.37 -0.073
C 7.141957 -4.608784 4.442741 0.89 -0.57 0.74 -0.993
C 6.612185 -6.061482 4.198051 0.47 0.84 -0.11 0.062
O 6.649745 -6.369511 2.804138 0.79 0.61 0.32 -0.449
C 5.827427 -7.388690 2.283301 -0.64 0.48 0.29 -0.544
H 6.348671 0.171162 0.473690 -0.02 0.36 0.14 0.432
H 4.637573 -0.128870 0.848940 -0.10 -0.12 0.63 0.258
H 5.395284 -0.860991 -0.514791 0.12 -0.70 0.12 0.253
H 5.428551 -1.337767 3.111010 -0.08 0.78 0.70 -0.369
H 6.855389 -0.315091 2.720066 0.19 0.01 -0.16 0.555
H 7.307244 -1.998902 4.440516 0.50 0.02 -0.13 0.459
H 8.134421 -2.281332 2.781941 1.05 -0.72 0.90 0.399
H 6.861861 -4.233037 2.576493 -0.34 0.39 -0.59 0.282
H 6.855169 -4.222651 5.420882 -0.73 -0.36 0.25 0.390
H 8.219338 -4.586795 4.606643 0.61 -0.19 -0.81 0.496
H 5.638527 -5.972499 4.679906 -0.58 -0.95 -0.60 -0.161
H 7.248189 -6.811729 4.667872 -0.16 0.14 0.60 0.449
H 4.848515 -6.916662 2.199550 -0.46 -0.55 -0.27 0.074
H 5.755507 -8.296062 2.882970 0.12 0.05 0.41 0.324
H 6.191167 -7.702684 1.304935 0.11 0.36 0.01 0.344
C 3.159730 0.942137 -5.625709 0.15 -1.14 -0.34 -1.104
O 2.559995 0.687660 -6.885644 0.02 0.31 -0.92 -0.264
C 3.481762 0.957843 -7.958655 0.49 0.10 0.25 -0.830
C 2.844624 1.074520 -9.326259 -0.28 0.59 -0.64 -0.368
N 2.173865 -0.138014 -9.740498 -1.62 -0.25 -0.42 -0.466
C 1.236927 0.003898 -10.904664 0.67 1.17 -0.20 -0.771
C 0.053281 0.893283 -10.708701 -1.34 -0.70 1.52 -0.620
O -0.797380 0.227040 -9.669491 0.95 1.00 -1.00 -0.307
C -2.157222 0.476098 -9.934852 -0.22 0.02 -0.35 -0.807
H 3.420628 1.996774 -5.537510 0.10 -0.02 0.32 0.385
H 4.006082 0.266068 -5.504402 0.56 0.33 -0.01 0.346
H 2.470209 0.577131 -4.864507 -0.22 0.47 0.09 0.355
H 4.273039 0.209338 -7.917037 -0.04 -0.38 -0.21 0.392
H 3.994703 1.903404 -7.782844 -0.07 0.33 0.22 0.408
H 3.544205 1.383459 -10.102937 0.72 -0.30 0.25 0.445
H 2.186754 1.943591 -9.323159 -0.51 0.21 0.39 0.209
H 1.497038 -0.217282 -8.995031 -0.14 -0.98 0.53 0.351
H 0.803903 -0.929883 -11.263331 0.65 -0.35 0.31 0.326
H 1.690400 0.523441 -11.748792 0.91 -0.48 -0.20 0.362
H -0.453102 1.016576 -11.666021 -0.50 -0.58 -0.06 0.588
H 0.284305 1.931751 -10.471410 0.10 0.03 0.79 0.335
H -2.429974 -0.064977 -10.840916 -0.15 0.38 -0.49 0.398
H -2.299524 1.554054 -10.011400 -0.39 0.06 -0.27 0.340
H -2.871010 0.093321 -9.205401 0.63 -0.04 0.64 0.150
C 4.766603 -9.142053 10.827749 -0.65 1.22 -0.17 -0.761
O 4.491592 -7.762033 10.447212 -0.21 -0.46 0.30 -0.253
C 3.716550 -7.080238 11.421739 -0.38 1.10 0.34 -0.753
C 2.841371 -5.921161 10.922561 0.74 -0.02 -1.34 -0.599
N 1.775206 -6.345662 10.002785 -1.02 2.35 0.69 -0.379
C 0.967581 -5.101105 9.601578 -1.03 -2.08 0.04 -0.388
C -0.201471 -5.554623 8.684935 0.85 1.16 -0.48 -0.882
O 0.317139 -5.632080 7.342498 -0.08 -2.14 1.35 -0.147
C -0.082835 -4.604072 6.527058 0.16 0.54 -0.58 -1.118
H 3.784581 -9.595256 10.963172 0.16 -0.59 -0.27 0.334
H 5.297595 -9.241892 11.774423 0.17 0.37 0.16 0.340
H 5.382536 -9.582716 10.043820 -0.40 0.01 -0.05 0.207
H 4.384780 -6.605566 12.140246 0.22 -0.24 0.38 0.348
H 2.995551 -7.696994 11.958271 0.26 -0.72 0.00 0.386
H 3.435940 -5.130569 10.464796 0.74 -0.07 -0.60 0.309
H 2.476588 -5.310506 11.748468 -0.64 -0.80 0.50 0.508
H 2.183322 -6.741870 9.168186 0.18 0.12 -0.10 0.014
H 1.540342 -4.302643 9.129885 0.29 -0.12 -0.33 0.168
H 0.484671 -4.625590 10.455266 0.34 -0.38 0.58 0.507
H -1.040728 -4.859200 8.673067 0.15 0.59 0.15 0.468
H -0.694659 -6.458718 9.041977 0.69 -0.54 -0.27 0.369
H 0.246190 -3.657921 6.956748 -0.20 0.48 -0.13 0.404
H -1.161657 -4.622600 6.372486 -0.21 0.25 -0.10 0.525
H 0.426563 -4.745494 5.573855 -0.14 0.12 -0.10 0.259
C -1.657564 13.327021 1.026191 0.34 -0.25 1.00 -0.812
O -1.619663 11.870209 1.307753 -1.14 1.39 -1.03 -0.361
C -2.486424 11.099975 0.429572 0.85 -1.41 -0.90 -0.636
C -2.157438 9.527474 0.562717 0.37 2.60 0.43 -0.669
N -0.723104 9.292070 0.419162 -0.74 -0.84 -0.10 -0.337
C -0.376625 8.028088 1.179722 1.80 3.16 -0.87 0.375
C 1.169089 7.949469 1.236378 -1.11 -0.38 0.47 -0.855
O 1.720696 7.357967 0.118424 0.25 0.04 -0.18 -0.286
C 1.389530 6.005771 -0.021224 0.19 -0.78 -1.13 -0.711
H -1.517599 13.644908 -0.006989 -0.19 -0.69 -0.24 0.319
H -0.896394 13.868117 1.588283 0.88 -0.91 0.02 0.298
H -2.476124 13.893556 1.470147 -1.08 -0.82 -0.35 0.320
H -2.328417 11.402411 -0.605643 0.54 0.08 -0.20 0.273
H -3.568162 11.209581 0.506619 -0.09 0.36 1.02 0.450
H -2.669028 8.936875 -0.197272 -0.54 0.15 0.23 0.325
H -2.450362 9.296237 1.586835 -0.45 -0.48 0.01 0.532
H -0.270875 10.147867 0.707619 0.51 -0.27 0.57 0.199
H -0.862408 7.250235 0.590615 0.02 -0.38 0.86 -0.403
H -0.616839 8.191896 2.230223 -0.99 -0.64 0.04 0.415
H 1.422760 7.390588 2.137154 0.24 -0.22 0.24 0.387
H 1.607554 8.941153 1.347769 -0.14 0.10 -0.09 0.390
H 2.282621 5.400253 0.133153 0.10 -0.11 -0.29 0.418
H 0.988868 5.917096 -1.031039 0.36 -0.45 -0.28 0.108
H 0.611586 5.529850 0.575774 -0.19 0.78 0.72 0.291
C -4.461106 -2.551713 -3.607028 0.57 1.04 1.44 -0.836
C -4.717784 -4.011631 -3.680737 0.93 -0.48 -1.29 -0.267
O -5.925753 -4.108586 -4.395358 -1.38 -1.24 0.23 -0.563
H -4.287437 -2.173953 -4.614620 0.07 0.21 0.06 0.315
H -3.661337 -2.232635 -2.938685 0.55 -0.23 -0.26 0.167
H -5.309502 -2.041956 -3.150448 -0.37 -0.08 -0.33 0.399
H -4.668300 -4.643932 -2.794257 -0.97 0.58 0.46 0.197
H -3.944098 -4.515966 -4.259669 0.42 0.18 -0.32 0.308
H -5.891596 -3.549808 -5.175227 0.21 -0.01 0.06 0.309
C 0.624896 -4.717601 -3.271200 0.01 0.35 0.50 -1.277
C -0.441129 -4.990920 -2.219096 0.90 1.85 1.10 1.177
O -1.406432 -5.819858 -2.714491 -1.15 -1.19 -0.77 -0.545
H 1.111141 -5.628765 -3.619701 0.11 -0.09 0.07 0.473
H 1.372564 -4.026319 -2.882318 0.18 -0.09 0.01 0.242
H 0.151614 -4.234834 -4.126213 -0.04 -0.07 -0.06 0.362
H -0.883649 -4.045391 -1.905643 -0.38 0.26 -0.42 -0.179
H -0.124810 -5.358146 -1.242786 0.89 -0.27 -0.09 -0.527
H -0.869653 -6.562728 -3.000175 -0.60 -0.61 -0.30 0.350
C 5.771803 -4.073370 -1.535421 0.08 2.09 0.83 -0.650
C 4.725094 -4.997103 -2.068141 0.59 0.50 -0.34 0.455
O 5.505719 -5.842217 -2.871287 -0.44 -1.83 -1.09 -0.602
H 5.980454 -3.283955 -2.257480 0.24 -0.32 -0.83 0.381
H 6.706647 -4.607875 -1.366669 -0.21 0.07 0.43 0.303
H 5.511027 -3.376688 -0.738719 -0.14 -0.66 0.83 -0.182
H 4.006804 -4.444688 -2.673946 -0.34 0.00 0.04 -0.002
H 4.171968 -5.609481 -1.356006 0.28 0.02 0.13 -0.019
H 5.907837 -5.332200 -3.578241 -0.03 0.09 0.01 0.338
C 1.824386 -8.433552 5.966164 -0.18 0.61 -1.79 -0.988
C 2.715853 -8.331871 7.136616 1.09 -1.12 -0.05 0.370
O 3.661341 -9.458788 6.995937 -0.80 0.11 1.36 -0.609
H 2.487529 -8.083334 5.175147 -0.68 0.35 -0.78 0.195
H 0.889028 -7.878256 6.035743 0.28 0.42 -0.06 0.251
H 1.556023 -9.438768 5.641159 0.17 -0.28 0.68 0.308
H 2.078523 -8.311009 8.020630 0.78 -0.90 0.58 0.328
H 3.363395 -7.455212 7.152237 -0.52 0.42 -0.05 0.015
H 4.357157 -9.219756 6.379247 -0.12 0.32 0.01 0.303
C -3.179961 5.097167 -0.440693 -0.93 -0.98 -1.00 -1.244
C -2.564966 4.097246 0.497704 -0.06 0.46 0.06 0.536
O -2.113222 4.860131 1.562412 1.10 1.28 2.04 -0.682
H -3.765507 4.474393 -1.117009 0.18 0.25 -0.84 0.231
H -2.431299 5.713230 -0.938753 -0.02 -0.12 -0.13 0.339
H -3.965610 5.739414 -0.042722 0.29 0.03 0.70 0.295
H -1.720444 3.576326 0.046573 -0.25 -0.29 -0.30 0.768
H -3.288238 3.393903 0.910360 -0.21 -0.37 -0.50 -0.713
H -1.269263 4.568656 1.915073 -0.09 -0.27 -0.04 0.375
C -2.480186 7.148914 -6.138123 0.73 1.16 0.77 -0.779
C -3.395285 6.640781 -5.010408 0.62 -0.04 -1.93 0.458
O -4.393684 7.655378 -4.884432 -0.21 -0.88 0.83 -0.581
H -2.947019 7.906929 -6.767079 -0.82 -0.54 -0.15 0.348
H -1.980746 6.437498 -6.795804 0.16 -0.15 0.45 0.341
H -1.811185 7.827091 -5.608404 0.99 -0.29 -0.23 -0.153
H -2.875345 6.466449 -4.068401 0.16 0.24 0.00 -0.044
H -3.702295 5.650210 -5.346003 -1.23 0.10 0.27 0.082
H -4.085406 8.143891 -4.117670 -0.35 0.38 0.07 0.336
C -2.174745 -4.849498 1.658628 0.93 1.25 0.50 0.226
C -3.169284 -5.538303 0.841672 -2.02 -1.71 -0.75 -0.473
O -3.025826 -6.945837 0.775676 0.88 -1.23 -0.03 -0.578
H -2.139884 -5.145530 2.707084 0.02 -0.53 -0.05 0.459
H -2.416913 -3.789983 1.741636 -0.08 0.14 -0.22 -0.456
H -1.185000 -4.920621 1.207587 0.14 -0.10 0.21 -0.149
H -3.188485 -5.326920 -0.227462 0.24 0.87 0.11 0.118
H -4.192296 -5.463046 1.210283 -0.19 1.08 0.14 0.460
H -3.050709 -7.319741 1.659516 0.04 0.05 0.13 0.303
C 2.355303 0.361611 3.799388 -1.06 0.82 -0.50 -0.246
C 2.372653 0.141954 5.310199 1.28 0.29 -1.76 -0.160
O 3.727347 -0.119185 5.615236 0.33 -0.38 1.01 -0.546
H 1.323445 0.370988 3.448269 -0.20 -0.29 -0.24 0.143
H 2.923427 -0.391414 3.253245 -0.13 -0.30 0.28 -0.253
H 2.746366 1.319650 3.456854 0.31 0.17 0.43 0.383
H 1.775803 -0.757069 5.463865 -0.46 0.32 0.76 0.081
H 2.145037 1.053002 5.863639 -0.77 -0.34 0.05 0.370
H 3.803073 -1.059565 5.437622 0.73 -0.18 -0.31 0.049
C -1.792196 2.196522 -6.086537 0.81 -1.94 -1.27 -1.110
C -0.348779 1.959238 -6.677696 -2.50 -0.16 -0.51 0.059
O 0.482120 2.265362 -5.664981 2.35 0.85 2.47 -0.294
H -1.983975 1.384397 -5.385263 0.30 0.14 0.53 0.121
H -2.519978 1.912028 -6.846462 -0.36 0.94 -0.22 0.462
H -1.914495 3.151763 -5.575990 -0.01 0.04 -0.45 0.294
H -0.138965 2.567613 -7.557453 -0.25 0.28 -0.31 0.093
H -0.126673 0.928785 -6.955070 -0.85 -0.24 -0.39 0.256
H 1.248160 1.692611 -5.747042 -0.05 0.38 -0.03 0.313
C -2.436540 -1.160220 5.417893 -0.29 -0.34 0.90 -1.060
C -2.480257 -1.869385 4.085288 0.66 1.03 -0.20 0.182
O -1.125379 -1.991303 3.656347 -0.13 -0.73 0.11 -0.015
H -2.034042 -1.923122 6.084298 0.16 0.26 0.43 0.156
H -3.396086 -0.853153 5.833928 -0.28 -0.19 -0.20 0.311
H -1.793609 -0.282329 5.481509 0.13 -0.10 -0.48 0.262
H -3.016366 -1.306912 3.320896 -0.39 -0.07 0.00 -0.066
H -2.920253 -2.857609 4.219222 -0.07 -0.05 -0.21 0.286
H -1.000502 -1.414377 2.899275 0.26 0.37 -0.38 -0.057
C -3.553493 3.856621 5.839083 -0.54 -2.37 0.74 -0.888
C -4.070675 2.321293 6.143699 0.51 1.52 -1.36 0.271
O -5.341543 2.332188 6.717435 -1.34 0.70 1.32 -0.583
H -2.888920 3.868269 4.975197 -0.48 -0.10 -0.35 0.129
H -2.953623 4.351190 6.603054 -0.42 -0.28 0.49 0.344
H -4.513618 4.352785 5.697418 0.36 0.43 -0.30 0.265
H -3.442471 1.668223 6.749458 0.59 0.27 -0.28 0.344
H -4.318670 1.896655 5.170926 1.29 -0.24 -0.45 -0.162
H -5.838545 1.586464 6.373217 0.01 0.07 0.12 0.315
C -7.363788 1.672628 -5.645378 -0.44 0.66 1.00 -1.068
C -5.868342 1.519940 -5.510130 0.14 -1.01 0.84 0.399
O -5.309864 0.946654 -6.649875 1.24 0.67 -1.77 -0.483
H -7.824971 0.733823 -5.952050 -0.09 -0.06 0.37 0.320
H -7.801894 2.446661 -6.275476 0.90 0.06 -0.74 0.315
H -7.732901 2.050444 -4.691901 -0.30 -0.69 0.46 0.241
H -5.516675 0.845779 -4.729139 -1.17 -0.55 0.81 -0.101
H -5.322232 2.369893 -5.100941 -0.05 0.83 -1.27 0.114
H -5.642842 0.060329 -6.808500 -0.20 0.09 0.33 0.307
C 3.056649 -10.268859 2.324907 0.33 -0.82 -0.29 -0.564
C 2.093220 -11.449272 2.514366 -0.08 0.46 -0.91 -0.593
O 1.339867 -11.832716 1.302447 0.73 0.51 1.13 -0.541
H 3.712356 -10.249343 3.195410 -0.14 0.19 0.33 0.322
H 2.627745 -9.282894 2.145958 -0.19 -0.30 0.02 0.096
H 3.732283 -10.558465 1.520075 -0.05 0.33 -0.36 0.391
H 1.436570 -11.210328 3.350917 -0.26 -0.38 -0.05 0.272
H 2.722291 -12.310177 2.740670 -0.32 -0.12 0.16 0.330
H 0.462925 -11.444864 1.348820 0.03 0.05 0.10 0.288
C 3.737870 -4.545786 6.583119 -0.83 1.08 0.29 0.580
C 4.362996 -3.197545 6.295962 -0.68 -0.17 1.12 -1.119
O 4.215264 -2.912319 4.915175 0.75 0.25 0.69 0.076
H 3.557188 -4.641594 7.653761 0.24 -0.39 0.10 0.140
H 4.364363 -5.344480 6.186004 -0.32 -0.10 0.07 -0.343
H 2.756203 -4.459345 6.117334 -0.02 -0.80 -0.15 -0.094
H 5.333751 -3.228565 6.790706 0.91 0.35 -1.00 0.321
H 3.904124 -2.361137 6.823175 -0.57 -0.27 0.19 0.659
H 4.942330 -3.379212 4.496860 0.37 -0.06 -1.18 -0.241
C 2.512304 -8.242429 -0.611199 -0.56 0.54 -0.85 -0.805
C 1.198342 -7.564755 -0.205076 1.16 -0.41 -0.27 0.900
O 0.756019 -8.253451 0.936347 -0.57 0.12 1.19 -0.472
H 3.227569 -8.131063 0.203712 -0.18 -0.66 0.12 -0.152
H 3.020067 -7.802817 -1.469701 -0.26 0.23 -0.27 0.394
H 2.202029 -9.245555 -0.903729 0.78 -0.36 0.42 0.403
H 0.421235 -7.641768 -0.965521 0.16 0.40 -0.29 0.389
H 1.434753 -6.534861 0.062402 -0.58 0.15 0.08 -0.840
H 0.176837 -8.979403 0.693176 0.04 0.10 -0.18 0.249
C -6.917365 6.145529 -2.625419 0.02 -1.21 0.60 -1.305
C -6.639213 4.630905 -2.614341 0.98 0.26 1.00 0.263
O -6.314255 4.196083 -1.282065 -0.14 0.18 -0.29 -0.303
H -7.834668 6.174355 -2.037353 -0.46 0.75 -0.50 0.427
H -6.958000 6.564268 -3.630951 -0.31 0.04 0.21 0.395
H -6.185289 6.675031 -2.015674 0.35 -0.03 -0.25 0.166
H -5.714592 4.369319 -3.128870 -0.49 -0.12 -0.89 0.125
H -7.544468 4.078685 -2.866631 0.23 -0.05 -0.86 0.164
H -6.694276 4.859400 -0.701367 -0.10 0.11 0.78 0.062
C -7.289714 -3.951629 -0.531933 2.94 -1.81 -1.32 -0.694
C -8.246058 -3.379884 0.357254 -2.15 -1.18 1.20 -0.423
O -8.140483 -2.020735 0.244723 -0.47 2.47 0.40 -0.398
H -7.364711 -3.575280 -1.552153 -0.36 -0.13 -0.06 0.225
H -7.290150 -5.041627 -0.536449 -0.19 -0.12 -0.16 0.416
H -6.279787 -3.683939 -0.221296 0.21 0.13 0.08 0.016
H -8.178064 -3.691761 1.399473 0.78 0.17 0.26 0.279
H -9.214721 -3.829325 0.138637 -0.67 0.61 -0.45 0.322
H -8.846706 -1.639271 -0.281903 -0.03 -0.13 0.02 0.264
C 0.550945 9.772776 -4.055112 0.91 0.38 -1.36 -1.415
C 0.348675 8.808020 -2.906190 -0.47 1.48 0.57 0.583
O -0.947225 9.198419 -2.448477 -0.62 -0.48 -0.35 -0.595
H -0.253023 9.679716 -4.785233 -0.06 -0.10 0.03 0.231
H 1.483035 9.789893 -4.619920 0.32 -1.16 -0.11 0.328
H 0.609331 10.830948 -3.800222 -0.75 -0.04 0.97 0.383
H 1.060067 9.000146 -2.102997 0.26 -0.12 0.01 0.301
H 0.354087 7.735566 -3.100916 0.14 0.10 -0.54 -0.118
H -0.927438 9.263099 -1.490861 0.31 -0.12 0.79 0.305
```
Forces are in eV/Å.

The molar mass comes out at 1761.6 Da. Its total energy is -5889.68667 hartree. For the HOMO-LUMO gap, the calculation gives 8.5 eV. As for the LUMO energy: 0.0055 hartree.